[1]
DFT (ωB97M-V/def2-TZVPD) results for a 2-piece molecular cluster, C6H14N2O2 overall at a distorted geometry.

ΔE to the lowest compared entry with this formula, charge and spin (kcal/mol): 10.92
Structure (SMILES): CNC(C)=O.CNC(C)=O
Gap between HOMO and LUMO (eV): 9.6
2S+1: 1
E (a.u.): -497.040120
Lowest unoccupied orbital energy (Eh): 0.0207
HOMO (eV): -9.02

Geometry (Å):
C: 1.449 -2.322 0.837
C: 2.005 -0.732 -2.564
H: -4.022 0.912 1.108
H: 0.475 -2.750 0.638
H: 1.388 -1.477 1.517
C: -0.181 2.466 0.294
C: -3.106 0.428 1.460
H: 3.041 -1.076 -2.642
H: 1.953 0.347 -2.689
C: -1.623 2.207 0.728
H: 2.097 -3.065 1.293
H: 0.344 2.355 1.239
H: -3.179 -0.648 1.404
O: -2.342 3.079 1.189
H: -2.983 0.752 2.494
H: 3.031 -2.005 -0.601
H: -0.178 3.456 -0.145
N: 2.042 -1.928 -0.432
H: 0.092 1.714 -0.440
N: -1.997 0.908 0.652
H: 1.415 -1.192 -3.357
O: 0.281 -0.619 -0.935
C: 1.367 -1.079 -1.243
H: -1.369 0.268 0.196


[2]
DFT (ωB97M-V/def2-TZVPD) results for a single C5H5NO4 molecule at a distorted geometry.

ΔE to the lowest compared entry with this formula, charge and spin (kcal/mol): 82.22
Structure (SMILES): O=[N+]([O-])C1=CC=C[C@@H](O)O1
Gap between HOMO and LUMO (eV): 8.5
2S+1: 1
E (a.u.): -549.080890
Lowest unoccupied orbital energy (Eh): -0.0316
HOMO (eV): -9.32

Geometry (Å):
C: -0.775 -0.263 -1.187
O: -0.569 1.976 -2.550
H: -0.227 0.206 2.405
C: -0.010 -1.493 0.830
H: -1.146 -0.231 -2.211
O: 0.294 1.013 0.593
H: 2.222 -0.665 1.319
H: -1.024 -2.413 -0.862
N: -0.229 2.129 -1.389
C: -0.605 -1.484 -0.390
C: 0.386 -0.121 1.478
C: -0.231 0.838 -0.658
O: 0.005 3.141 -0.792
O: 1.698 -0.254 2.097
H: 0.210 -2.379 1.317


[3]
DFT (ωB97M-V/def2-TZVPD) results for C46H31BrN8O4S2Tl as an isolated structure at a distorted geometry.

ΔE to the lowest compared entry with this formula, charge and spin (kcal/mol): 22.24
Gap between HOMO and LUMO (eV): 5.9
2S+1: 1
Total charge: +1
E (a.u.): -6053.308072
Lowest unoccupied orbital energy (Eh): -0.1441
HOMO (eV): -9.78

Geometry (Å):
C: 4.245 2.476 1.483
H: 0.729 -1.435 2.510
C: -3.383 4.121 -2.118
S: -4.535 5.410 -1.888
C: 3.251 -0.980 -4.983
C: 3.130 3.893 -0.135
C: -1.713 -4.834 1.446
C: -2.956 3.306 -1.009
H: 0.620 -2.772 8.174
H: 4.003 5.808 -0.476
N: -0.610 -0.069 1.815
C: -3.627 5.015 -4.245
C: -2.939 2.096 3.680
C: 3.007 -2.220 -0.548
C: 1.466 -2.869 -2.116
C: -4.475 5.819 -3.546
C: -1.446 0.268 4.431
C: -4.088 -2.180 -3.013
H: 0.208 -5.031 2.404
C: -0.095 -1.600 6.463
H: 2.322 4.029 -0.838
H: -2.308 3.335 -3.836
C: -1.798 -3.057 -0.160
H: -5.068 6.634 -3.914
H: -4.130 3.661 2.876
O: 2.262 0.506 0.855
C: 1.977 -0.875 -4.424
O: 4.357 1.346 2.196
N: -1.636 1.468 -0.227
H: 3.676 0.699 -3.253
C: 2.187 1.635 0.300
H: 5.872 5.422 1.099
C: -3.413 2.878 2.682
C: -2.984 2.697 1.333
C: 3.203 2.685 0.567
C: -2.422 -4.119 0.498
H: -3.274 2.233 4.698
O: 0.565 0.155 -2.873
H: -4.128 4.306 0.493
S: 1.256 -2.794 4.637
H: 2.532 1.461 -2.185
H: -1.581 2.072 -2.157
C: 5.202 3.479 1.657
H: 0.514 -2.668 -2.589
C: 2.219 -3.966 -2.493
H: 3.278 -1.484 0.199
C: -0.401 -4.478 1.710
H: 1.885 -4.617 -3.287
H: 2.091 -4.125 6.494
C: 4.072 4.877 0.063
C: 0.923 -1.636 -4.930
C: 0.650 -2.598 7.114
N: 0.030 -2.277 -5.277
H: -3.773 -0.535 -4.360
C: 1.424 -3.318 6.259
C: -3.575 -2.843 -1.911
H: -1.791 0.406 5.445
H: -0.764 -0.936 6.978
H: 1.150 -3.084 1.213
H: 6.004 3.293 2.353
C: 0.125 -3.383 1.046
C: 3.405 -4.202 -1.808
C: -2.427 -2.352 -1.292
N: 1.852 -2.025 -1.167
C: -2.027 2.256 -1.192
C: -3.421 -1.067 -3.493
C: -0.073 -0.765 2.780
H: -1.676 0.160 -3.220
N: 2.761 0.725 -2.835
C: -2.266 -0.660 -2.843
H: -4.056 -3.737 -1.555
Tl: 0.171 -0.250 -0.579
C: 0.116 -1.558 5.108
N: -1.807 -1.270 -1.764
C: -3.428 3.508 0.284
C: -0.475 -0.680 4.129
C: -1.547 0.850 2.087
H: -3.438 -4.391 0.273
C: 1.734 0.014 -3.353
O: 1.286 1.913 -0.526
H: 3.608 0.759 1.953
C: -1.981 1.071 3.418
H: -3.452 5.121 -5.301
H: -4.985 -2.540 -3.492
C: -3.007 4.048 -3.440
Br: 4.423 -5.753 -2.173
C: -2.068 1.662 1.028
H: 4.733 -3.466 -0.282
N: -0.562 -2.681 0.164
N: 4.327 -1.084 -5.380
C: 3.813 -3.310 -0.821
C: 5.117 4.663 0.956
H: -2.170 -5.666 1.957


[4]
DFT (ωB97M-V/def2-TZVPD) results for a 2-piece molecular cluster, C4H16NSi2 overall at a distorted geometry.

ΔE to the lowest compared entry with this formula, charge and spin (kcal/mol): 0.00
Gap between HOMO and LUMO (alpha / beta) (eV): 8.8 / 5.9
2S+1: 3
Total charge: +1
E (a.u.): -795.232611
Lowest unoccupied orbital energy (alpha / beta) (Eh): -0.1126 / -0.3039
HOMO (alpha / beta) (eV): -11.91 / -14.16

Geometry (Å):
H: -2.876 1.653 1.308
H: -0.916 0.034 -1.507
H: 1.017 -1.335 -1.188
C: 1.706 -1.357 -0.454
H: 2.528 0.022 1.022
H: 1.639 -2.216 0.099
Si: -2.175 1.623 0.057
H: 1.929 2.061 0.139
C: 1.720 -0.036 0.359
H: -3.455 -1.417 0.579
H: 2.667 -1.550 -0.941
H: 0.301 0.981 1.438
H: -1.377 2.764 -0.111
H: -3.032 1.336 -1.184
H: -2.113 -2.748 -0.830
H: -1.083 -1.834 1.091
H: 2.851 1.030 -1.025
Si: -2.116 -1.634 0.084
C: 1.911 1.275 -0.513
H: 0.248 -0.557 1.931
N: 0.418 0.080 1.182
H: 1.034 1.427 -1.166
C: -1.364 0.077 -0.560


[5]
DFT (ωB97M-V/def2-TZVPD) results for a single C3H6O3 molecule.

ΔE to the lowest compared entry with this formula, charge and spin (kcal/mol): 11.00
Structure (SMILES): O=C(O)CCO
Gap between HOMO and LUMO (eV): 11.2
2S+1: 1
E (a.u.): -343.637025
Lowest unoccupied orbital energy (Eh): 0.0254
HOMO (eV): -10.47

Geometry (Å):
O: -1.734 0.778 1.341
H: -1.331 0.925 -0.680
H: -1.381 -0.692 -0.011
H: 0.838 0.088 1.306
H: -1.449 1.676 1.539
C: 0.463 0.375 0.327
O: 0.813 -1.849 -0.496
O: 1.812 -0.180 -1.599
H: 1.075 -2.278 -1.337
C: 1.131 -0.542 -0.679
C: -1.062 0.322 0.192
H: 0.825 1.378 0.099


[6]
DFT (ωB97M-V/def2-TZVPD) results for C41H28CrNO4 as an isolated structure at a distorted geometry.

Gap between HOMO and LUMO (alpha / beta) (eV): 3.7 / 4.0
2S+1: 3
Total charge: -1
E (a.u.): -2979.298074
Lowest unoccupied orbital energy (alpha / beta) (Eh): 0.0731 / 0.0264
HOMO (alpha / beta) (eV): -1.73 / -3.26

Geometry (Å):
H: -3.469 -3.098 1.031
N: 2.430 0.137 2.227
H: 6.667 0.373 0.437
O: -1.372 -0.051 -7.028
C: 2.818 -0.911 3.015
H: 6.030 -1.354 2.030
C: -1.250 -1.689 -0.140
H: -5.645 -2.144 1.526
C: 0.035 0.108 -1.564
C: 1.250 2.486 -4.919
C: -1.983 0.659 4.371
C: 1.396 -4.350 -0.328
H: 1.492 3.081 -5.805
C: -3.542 2.371 3.669
C: -3.230 1.270 4.478
H: 2.093 2.355 0.746
C: -1.950 2.590 -4.937
C: 0.565 0.931 -2.642
C: -0.954 0.492 -6.086
H: -0.298 2.750 -1.878
C: 4.080 -1.469 2.944
H: 2.071 -1.265 3.706
H: 1.997 0.628 -5.748
O: 0.535 -0.417 4.287
C: -1.316 -4.213 0.366
H: 4.277 -2.327 3.576
H: -4.234 1.765 0.364
H: 0.371 4.141 -3.838
H: -1.723 -0.173 5.027
H: 2.448 -4.380 -0.611
H: -2.076 0.802 -0.202
H: -1.168 -6.323 0.734
C: 3.077 1.894 0.653
C: 0.722 -3.134 -0.345
H: -6.072 0.304 1.238
C: -0.656 -3.013 -0.008
H: 1.264 -2.235 -0.642
C: -3.611 -2.042 0.849
O: -2.897 3.178 -5.278
H: -4.525 2.840 3.742
H: 1.243 -6.466 0.089
C: -2.853 0.140 0.179
H: -3.952 0.883 5.197
C: -0.632 -5.428 0.414
C: 0.620 3.079 -3.818
C: 0.719 -5.513 0.057
C: -2.583 2.865 2.778
H: -0.561 2.655 2.016
H: 0.727 1.011 1.306
C: -5.106 -0.126 0.981
C: 1.535 1.113 -4.886
Cr: -0.553 1.386 -4.453
H: -2.372 -4.219 0.602
C: -4.088 0.693 0.492
C: 3.386 0.745 1.385
C: 5.664 0.808 0.477
C: -1.331 2.248 2.672
C: -4.857 -1.491 1.149
C: 0.252 2.306 -2.712
H: -2.813 3.732 2.156
H: 1.363 -0.730 -3.757
C: 1.107 0.541 2.210
C: -2.566 -1.245 0.316
C: 0.263 0.351 3.327
C: 5.332 1.925 -0.275
C: 4.033 2.468 -0.198
C: 4.703 0.192 1.327
H: 6.080 2.388 -0.921
C: -0.519 -0.750 -0.881
H: 3.773 3.344 -0.795
C: 1.181 0.348 -3.771
C: 5.030 -0.931 2.098
O: -2.863 -0.318 -3.417
C: -1.962 0.327 -3.779
C: -1.044 1.101 3.423